{"formula": "H22NO9", "method": "ωB97M-V/def2-TZVPD", "species": ["N", "H", "H", "H", "H", "O", "H", "H", "O", "H", "H", "O", "H", "H", "O", "H", "H", "O", "H", "H", "O", "H", "H", "O", "H", "H", "O", "H", "H", "O", "H", "H"], "coordinates": [[-0.63511, -16.21708, -14.82600], [-1.36002, -15.91543, -14.19070], [-0.28046, -17.13900, -14.61534], [0.17821, -15.61825, -14.82232], [-1.17788, -16.19616, -15.67751], [1.54382, -19.70313, -13.80468], [2.18617, -20.34264, -14.11233], [1.55772, -19.78855, -12.85140], [1.18676, -13.91968, -19.08876], [0.86669, -13.18695, -18.56255], [1.55771, -13.50993, -19.87024], [-3.37036, -16.39008, -17.95872], [-3.20851, -16.52909, -18.89184], [-3.59203, -17.25811, -17.62167], [-3.59064, -11.62277, -16.66324], [-3.25408, -12.17411, -17.36963], [-4.21125, -11.03427, -17.09306], [-3.55012, -15.47066, -10.81945], [-3.48573, -15.13582, -9.92505], [-4.21647, -14.92231, -11.23361], [2.85250, -14.13907, -13.44246], [3.71960, -14.23229, -13.83702], [2.59051, -13.24167, -13.64804], [1.51464, -13.16786, -9.48061], [0.64585, -13.26116, -9.08979], [1.40321, -13.45906, -10.38561], [-1.06559, -11.76274, -13.07559], [-1.02707, -11.16377, -12.32995], [-1.84531, -11.49239, -13.56056], [4.82554, -13.66045, -17.67204], [5.03260, -13.07304, -18.39889], [3.88427, -13.81595, -17.74982]], "forces_ev_per_angstrom": [[-0.52, -0.03, -0.01], [0.20, 0.17, 1.26], [-0.20, -0.78, 0.16], [0.18, 0.82, -0.13], [0.48, -0.17, -1.22], [-0.29, 0.37, -0.14], [0.17, -0.17, -0.16], [0.02, -0.05, 0.28], [0.04, -0.27, 0.28], [-0.10, 0.26, 0.08], [0.10, 0.06, -0.30], [0.30, 0.20, 0.45], [0.05, 0.02, -0.32], [-0.24, -0.26, 0.00], [0.18, -0.09, 0.30], [0.04, -0.13, -0.20], [-0.20, 0.20, -0.07], [0.23, -0.16, -0.27], [0.03, 0.03, 0.28], [-0.23, 0.13, -0.07], [-0.47, -0.30, -0.03], [0.33, -0.06, -0.07], [-0.03, 0.34, 0.02], [0.13, 0.09, 0.05], [-0.19, 0.00, 0.19], [0.07, -0.09, -0.26], [0.16, -0.36, -0.09], [0.08, 0.16, 0.23], [-0.23, 0.12, -0.22], [0.07, -0.07, 0.26], [0.15, 0.15, -0.18], [-0.29, -0.11, -0.10]], "total_charge": 1, "e_lumo_ev": -3.69, "de_lowest_kcal_mol": 76.9, "homo_ev": -13.411, "gap_ev": 9.72}

=====

{"formula": "H22Na3O15S", "method": "ωB97M-V/def2-TZVPD", "species": ["Na", "Na", "Na", "S", "O", "O", "O", "O", "O", "H", "H", "O", "H", "H", "O", "H", "H", "O", "H", "H", "O", "H", "H", "O", "H", "H", "O", "H", "H", "O", "H", "H", "O", "H", "H", "O", "H", "H", "O", "H", "H"], "coordinates": [[-4.07029, 0.00775, 1.05965], [-2.16068, 2.86274, -0.05815], [-1.17287, 1.18322, 3.03598], [-0.51833, 0.21989, 0.04945], [-0.58985, -1.16996, -0.28215], [-0.33606, 0.98633, -1.18219], [-1.81516, 0.60090, 0.67902], [0.56765, 0.44882, 1.01997], [0.38908, -2.31110, 2.60947], [0.89678, -3.09828, 2.41244], [0.17276, -1.94422, 1.75225], [1.05091, -0.31718, -2.77092], [0.43834, 0.14403, -2.19797], [1.90850, 0.04290, -2.54480], [-2.70447, 1.77348, -2.94878], [-1.99470, 2.24737, -3.38225], [-2.26072, 1.14382, -2.38059], [0.04361, -3.60094, -0.53440], [-0.16780, -3.82177, -1.44147], [-0.18898, -2.67608, -0.45210], [-2.99528, -1.48216, -1.35718], [-2.05949, -1.33354, -1.22137], [-3.16227, -2.33774, -0.96180], [0.42332, 3.06977, 0.43985], [0.71709, 2.16379, 0.53538], [0.97859, 3.56673, 1.04062], [2.08562, -0.23122, 3.37892], [1.85696, -0.88026, 2.71358], [1.65518, 0.57269, 3.08791], [3.42878, 1.64890, -0.78536], [3.78415, 1.10295, -1.48670], [3.06288, 1.02548, -0.15792], [1.19777, 2.88939, -2.17168], [1.76106, 2.64460, -1.43751], [0.38589, 2.40454, -2.02333], [-2.66725, -2.15626, 1.81031], [-2.14850, -1.54612, 1.28604], [-3.00483, -1.62566, 2.53194], [2.72708, -0.52584, 0.72580], [1.85373, -0.21707, 0.96697], [2.63181, -1.47469, 0.64310]], "forces_ev_per_angstrom": [[0.14, -0.80, -1.00], [0.93, 0.08, -0.92], [0.92, -0.44, -0.28], [1.61, -0.40, -1.92], [-0.38, -0.79, 0.64], [-1.74, 0.92, 1.80], [-2.12, 1.62, 1.97], [-2.24, 1.45, 0.92], [-0.05, 0.41, 0.23], [0.03, -0.48, -0.07], [-0.12, -0.24, -0.49], [0.43, -0.92, -0.75], [0.31, -0.04, -0.40], [0.16, 0.15, -0.09], [-0.54, 0.48, 0.77], [0.30, 0.09, -0.37], [0.37, -0.53, -0.18], [0.05, -0.77, 0.29], [0.14, -0.17, -0.25], [0.23, -0.12, -0.20], [-1.26, 0.59, 0.19], [0.58, -0.22, -0.05], [0.01, -0.46, -0.07], [-1.22, 0.81, 0.76], [0.49, -0.50, 0.00], [0.31, 0.43, 0.00], [-0.17, 0.60, 1.13], [-0.04, -0.35, 0.14], [0.36, 0.15, -0.21], [-0.26, 0.92, -0.12], [0.18, -0.08, -0.16], [0.30, -0.74, 0.25], [-0.24, 0.71, -0.90], [0.54, -0.15, 0.05], [0.31, 0.06, -0.07], [-0.96, 0.35, -0.13], [0.77, -0.07, -0.54], [0.14, -0.37, 0.80], [1.28, -0.73, -0.24], [0.13, -0.12, -0.20], [0.33, -0.34, -0.35]], "total_charge": 1, "e_lumo_ev": -6.32, "de_lowest_kcal_mol": 90.5, "homo_ev": -12.217, "gap_ev": 5.89}

=====

{"formula": "H22O11", "method": "ωB97M-V/def2-TZVPD", "species": ["O", "H", "H", "O", "H", "H", "O", "H", "H", "O", "H", "H", "O", "H", "H", "O", "H", "H", "O", "H", "H", "O", "H", "H", "O", "H", "H", "O", "H", "H", "O", "H", "H"], "coordinates": [[0.17660, 0.29131, -0.31638], [0.99289, -0.09261, -0.65589], [0.37979, 1.22876, -0.22214], [-2.08834, -1.64768, -3.76337], [-1.59252, -1.85119, -2.96229], [-2.06995, -2.47000, -4.26582], [-0.89747, -3.72891, 0.63782], [-0.32667, -3.13537, 1.13872], [-1.61104, -3.16071, 0.32644], [-0.98158, 2.12769, 0.78508], [-1.19707, 1.24805, 0.45524], [-0.70268, 2.61101, -0.00079], [2.06962, 1.40104, 3.06477], [2.34430, 0.56681, 3.46176], [1.16742, 1.23436, 2.76939], [0.53944, -2.62794, -3.69751], [-0.04188, -3.36509, -3.91582], [0.98487, -2.42657, -4.52819], [5.63202, 0.83450, -0.11362], [6.34673, 1.40937, -0.40977], [4.83419, 1.35150, -0.27225], [0.38310, -0.67200, 2.91864], [0.29898, -0.63784, 3.87819], [-0.21990, 0.01177, 2.60586], [-4.40562, 1.52768, 1.45891], [-5.20051, 1.63419, 0.92431], [-3.77056, 1.12358, 0.85692], [-3.67941, -0.92254, -0.00407], [-2.91779, -1.49686, 0.13406], [-3.78314, -0.89693, -0.96197], [3.08599, 3.84406, 0.43453], [2.75458, 2.96959, 0.66788], [3.49562, 3.71697, -0.42862]], "forces_ev_per_angstrom": [[0.83, -0.53, -0.63], [-0.15, -0.33, -0.04], [0.29, -0.31, 0.17], [-0.47, -0.10, 0.16], [0.22, 0.14, -0.19], [-0.10, 0.20, 0.02], [-0.10, 0.20, -0.08], [0.05, 0.00, 0.06], [0.11, -0.23, 0.07], [-0.23, 0.55, 0.30], [-0.34, 0.10, 0.11], [-0.41, 0.36, 0.14], [0.26, 0.50, -0.01], [-0.07, 0.11, -0.25], [0.44, 0.05, 0.07], [0.17, -0.25, -0.07], [0.24, -0.03, 0.06], [-0.03, 0.07, 0.09], [-0.06, 0.14, -0.17], [-0.01, -0.08, 0.07], [0.10, -0.07, 0.13], [-0.35, -0.31, 0.06], [-0.11, -0.11, 0.00], [-0.23, -0.18, -0.13], [-0.08, 0.25, -0.07], [0.08, -0.05, 0.12], [-0.12, -0.16, 0.09], [0.24, -0.04, -0.16], [-0.12, 0.14, 0.06], [-0.04, -0.01, -0.07], [0.01, -0.23, -0.32], [0.00, 0.04, 0.36], [-0.02, 0.17, 0.04]], "smiles": "O.O.O.O.O.O.O.O.O.O.O", "total_charge": 0, "e_lumo_ev": -0.25, "de_lowest_kcal_mol": 71.9, "homo_ev": -10.906, "gap_ev": 10.65}